ORCA calculation (ωB97M-V with the def2-TZVPD basis set) on a molecular structure, C14H23AuN4OPS5.

Results
M = 651.64 g/mol
ΔE to the lowest compared entry with this formula, charge and spin = 3.4 kcal per mole
F_max = 0.29 eV/Å

The geometry in ORCA input format:
```
! RIJCOSX wB97M-V def2-TZVPD def2/J DEFGRID3
* xyz 1 3
Au 0.37172 0.18415 -0.14696
S 2.38238 -1.17350 6.65381
C 1.88916 -0.89899 5.14664
S 2.38862 -1.86004 3.77953
C 1.56620 -0.97218 2.55187
C 0.83709 0.15024 2.99388
S -0.04680 1.19042 2.00369
S 0.88352 0.45033 4.69294
S 1.68830 -1.48337 0.94481
C 3.64536 -0.37352 -1.75301
N 3.03122 -1.64709 -2.12046
C 3.95273 -2.77562 -2.08843
P 1.55422 -1.72116 -2.82935
O 0.67201 -0.64658 -2.22798
N 0.87114 -3.19953 -2.67247
C 1.23698 -4.36417 -3.47558
C -0.05846 -3.50203 -1.58668
N 1.76157 -1.56841 -4.45562
C 0.55537 -1.57367 -5.28848
C 2.79263 -0.66626 -4.96591
H 3.94201 -0.38754 -0.70178
H 2.94798 0.44720 -1.90494
H 4.53750 -0.18505 -2.35801
H 4.39147 -2.85988 -1.09208
H 4.76359 -2.64753 -2.81188
H 3.43831 -3.70689 -2.30803
H 1.90683 -4.07949 -4.28224
H 0.33831 -4.80453 -3.91362
H 1.71954 -5.12843 -2.86087
H -0.40891 -2.58761 -1.11768
H 0.40618 -4.13469 -0.82553
H -0.92446 -4.03059 -1.99028
H -0.20609 -2.21810 -4.85422
H 0.80250 -1.95089 -6.28124
H 0.13910 -0.56630 -5.39163
H 3.70566 -0.75486 -4.38426
H 2.46471 0.37943 -4.95750
H 3.02468 -0.94071 -5.99480
C -1.89179 2.76422 -3.61504
C -2.55903 1.73210 -2.97478
C -1.98360 1.16058 -1.85776
N -0.80663 1.57656 -1.37325
C -0.16586 2.58041 -1.98671
C -0.67872 3.20118 -3.10809
H -2.31762 3.22708 -4.49600
H -3.51484 1.37299 -3.32985
H -2.47159 0.35654 -1.32192
H 0.77268 2.89622 -1.54830
H -0.13331 4.01367 -3.56744
*
```

ORCA calculation (ωB97M-V with the def2-TZVPD basis set) on 2 unconnected molecules or ions with the total composition C4H6S.

Results
M = 86.16 g/mol
SMILES = C=C=C.C=S
ΔE to the lowest compared entry with this formula, charge and spin = 74.8 kcal per mole
F_max = 4.42 eV/Å

The geometry in ORCA input format:
```
! RIJCOSX wB97M-V def2-TZVPD def2/J DEFGRID3
* xyz 0 1
C -2.33117 -0.79577 0.36844
C -1.46611 -0.01244 -0.16347
C -0.44066 0.63220 -0.46039
C 2.35288 0.08550 0.04593
S 3.01462 1.36941 -0.52777
H -3.33617 -0.91312 0.08348
H -0.34391 1.62463 -0.11149
H 0.23766 0.36033 -1.15490
H 2.20952 -0.85410 -0.63431
H 2.24066 -0.11477 1.20059
H -2.13733 -1.38187 1.35390
*
```

ORCA calculation (ωB97M-V with the def2-TZVPD basis set) on a molecular structure, C5H7NOS.

Results
M = 129.18 g/mol
ΔE to the lowest compared entry with this formula, charge and spin = 75.5 kcal per mole
F_max = 4.38 eV/Å

The geometry in ORCA input format:
```
! RIJCOSX wB97M-V def2-TZVPD def2/J DEFGRID3
* xyz 0 1
C 0.56597 -0.74197 -0.39963
C 0.54537 0.78721 -0.19976
C -0.97065 1.15611 -0.39494
C -1.54703 -0.07725 0.28117
C -0.26262 -0.66467 0.83038
H 2.41802 -1.35008 -1.00722
H 0.04826 -1.22845 -1.30656
H 1.29940 1.50312 -0.62867
H -1.03212 2.22814 0.09901
H -1.32069 1.12673 -1.47127
H -0.40766 -1.47770 1.61309
H 1.40599 0.17297 1.42757
N 0.48268 0.52130 1.23879
O 1.80875 -1.26469 -0.14073
S -3.03364 -0.69078 0.05877
*
```

ORCA calculation (ωB97M-V with the def2-TZVPD basis set) on a molecular structure, C4H6N2O.

Results
M = 98.10 g/mol
ΔE to the lowest compared entry with this formula, charge and spin = 78.4 kcal per mole
F_max = 6.17 eV/Å

The geometry in ORCA input format:
```
! RIJCOSX wB97M-V def2-TZVPD def2/J DEFGRID3
* xyz 0 1
C 1.02685 -0.40726 -0.54432
C -0.80224 -0.18518 1.32470
C -0.40472 -0.87590 0.08198
N 1.18502 0.98972 -0.76826
C -1.77393 0.50064 0.14736
O -0.82681 -1.98397 -0.28589
N -2.55655 1.22821 -0.30597
H 2.08890 1.36240 -0.49886
H 0.63768 1.34240 -1.54869
H 1.10361 -0.96880 -1.47566
H 1.76410 -0.78850 0.16289
H -0.13033 0.60379 1.65890
H -1.31158 -0.81755 2.05181
*
```

ORCA calculation (ωB97M-V with the def2-TZVPD basis set) on a molecular structure, C11H22ErN5O3S2.

Results
M = 503.72 g/mol
E_tot = -2743.3233 a.u.
F_max = 2.87 eV/Å

The geometry in ORCA input format:
```
! RIJCOSX wB97M-V def2-TZVPD def2/J DEFGRID3
* xyz 0 4
Er -0.25377 0.30932 0.17548
C 3.23127 -2.03052 2.70735
C 2.06257 -1.41411 2.01202
N 1.93502 -0.15506 1.83189
O 2.92417 0.59324 2.40751
C 0.97401 -2.16615 1.35199
C 1.19964 -3.47518 0.67478
N -0.11148 -1.47938 1.30138
O -1.05136 -1.71122 0.36357
H 3.29360 -1.65113 3.72807
H 4.15003 -1.72532 2.20367
H 3.16377 -3.11474 2.72674
H 2.67108 1.49612 2.18784
H 2.01724 -3.39699 -0.04490
H 0.28477 -3.76816 0.16468
H 1.45628 -4.24552 1.40366
C -2.65615 1.06031 1.50463
C -1.75882 2.32684 1.44624
C -2.27577 3.26353 0.34396
C -1.83008 3.05294 2.79363
O -0.44055 1.95310 1.17322
H -3.66672 1.31588 1.81640
H -2.24079 0.35410 2.23000
H -2.73277 0.58156 0.51425
H -3.30762 3.56610 0.52900
H -2.22594 2.76869 -0.62834
H -1.64329 4.15104 0.30518
H -2.86204 3.29892 3.04903
H -1.24573 3.97177 2.73121
H -1.40462 2.42545 3.57819
S 2.92613 -1.50323 -3.05463
C 2.13254 -0.64453 -1.95874
N 1.51721 -0.02447 -1.17174
C -0.10449 0.87905 -4.75899
N -0.18132 -0.44454 -4.16807
C -0.78192 -0.71537 -3.01174
N -0.68102 -1.96172 -2.53614
S -1.72444 0.44741 -2.19190
H 0.11362 0.77567 -5.81942
H 0.67638 1.47905 -4.28688
H -1.05423 1.38891 -4.63204
H 0.46973 -1.13316 -4.51600
H 0.05685 -2.56011 -2.88128
H -1.02096 -2.13838 -1.59480
*
```

ORCA calculation (ωB97M-V with the def2-TZVPD basis set) on a molecular structure, H20O10.

Results
M = 180.15 g/mol
ΔE to the lowest compared entry with this formula, charge and spin = 273.3 kcal per mole
F_max = 8.07 eV/Å

The geometry in ORCA input format:
```
! RIJCOSX wB97M-V def2-TZVPD def2/J DEFGRID3
* xyz 0 1
O 2.09657 -0.78148 0.79574
H 1.39432 -0.22085 1.12554
H 2.66388 -0.92610 1.55302
O -1.69438 -0.70140 1.42714
H -2.01738 -0.63165 2.32549
H -0.76279 -0.49063 1.49002
O 0.24394 -0.02800 2.08494
H 0.35155 0.86917 1.76911
H 0.49085 0.01160 3.00890
O 2.02022 -0.16826 -1.40987
H 2.31485 -1.02742 -1.71195
H 2.19020 -0.17380 -0.46790
O -2.50192 1.99762 -0.05854
H -2.91662 2.46623 0.66579
H -1.67850 2.46308 -0.20539
O 0.28397 -2.38009 -1.37411
H 0.89723 -2.42757 -2.10751
H 0.82615 -2.13851 -0.62317
O -1.69654 -1.50848 -1.14573
H -0.93979 -1.99328 -1.47520
H -1.33044 -0.68864 -0.81397
O -0.28564 0.53598 -0.50179
H 0.32958 -0.17946 -0.34089
H -0.08354 1.18288 0.17417
O 0.08277 1.91271 1.15075
H -0.34615 2.49547 0.52413
H -0.04991 2.33400 1.99996
O -0.31127 0.12858 -2.78010
H 0.36116 -0.49015 -3.06515
H 0.06774 0.55859 -2.01350
*
```